Run 1
# C24H36O18

6 unconnected molecules or ions with the total composition C24H36O18 (ωB97M-V/def2-TZVPD, the OMol25 dataset).

Structure (ORCA input):
```
! RIJCOSX wB97M-V def2-TZVPD def2/J DEFGRID3
* xyz 0 1
C -1.7975 -3.0175 -4.2879
C -2.9685 -2.8047 -5.2082
C -2.9447 -3.6778 -6.4796
O -4.1840 -4.3986 -6.4220
C -4.8354 -4.1422 -5.2608
O -5.8327 -4.6887 -4.9160
O -4.1967 -3.1754 -4.5720
H -0.8771 -2.6675 -4.7474
H -1.7670 -4.0731 -4.0031
H -1.9511 -2.5163 -3.3292
H -3.0835 -1.7580 -5.4936
H -2.1346 -4.3998 -6.5439
H -2.9893 -3.0501 -7.3686
C -1.4968 -4.2780 5.6513
C -0.4410 -3.2227 5.9709
C 0.7248 -3.2491 4.9625
O 0.8177 -1.9188 4.4762
C -0.2295 -1.1940 4.9284
O -0.4560 -0.0657 4.6325
O -0.9852 -1.9084 5.7816
H -2.0563 -3.9489 4.7777
H -2.1905 -4.4190 6.4777
H -0.9709 -5.2177 5.4782
H -0.1506 -3.3341 7.0150
H 0.4635 -3.9037 4.1320
H 1.6332 -3.5887 5.4526
C -1.0519 -0.3852 -0.3776
C 0.2715 0.0318 0.2991
C 0.5086 -0.5737 1.6723
O 1.1716 -1.8193 1.3994
C 1.5780 -1.8327 0.1077
O 2.1484 -2.7407 -0.4104
O 1.3109 -0.6560 -0.4847
H -0.8739 -1.1469 -1.1328
H -1.5843 0.4779 -0.7689
H -1.6961 -0.8931 0.3499
H 0.4865 1.0881 0.2057
H -0.4135 -0.8180 2.1832
H 1.2003 0.0526 2.2293
C 2.9991 4.8315 1.2982
C 3.8731 3.6033 1.3534
C 3.1594 2.3530 1.8726
O 2.8569 1.6195 0.6830
C 3.5835 2.1023 -0.3508
O 3.6256 1.6101 -1.4291
O 4.2326 3.2258 0.0083
H 3.4147 5.6103 0.6600
H 2.9079 5.2637 2.3018
H 1.9778 4.6447 0.9570
H 4.7901 3.8293 1.8927
H 2.2101 2.5917 2.3497
H 3.7779 1.7300 2.5176
C 2.8817 -1.0822 -3.5912
C 1.9226 -0.2064 -4.3731
C 1.0415 0.7393 -3.5499
O 0.9989 1.9145 -4.3651
C 1.9551 1.8521 -5.3155
O 2.1195 2.6554 -6.1736
O 2.6991 0.7250 -5.1513
H 3.5805 -0.4481 -3.0484
H 3.3791 -1.7151 -4.3231
H 2.3558 -1.6653 -2.8347
H 1.3393 -0.7987 -5.0865
H 1.5310 0.9385 -2.5976
H 0.0369 0.3377 -3.4510
C -3.6173 3.6090 3.1719
C -2.3334 4.2353 2.6529
C -1.0687 3.5482 3.2035
O -0.4321 2.9829 2.0417
C -1.0945 3.3720 0.9341
O -0.7188 3.1640 -0.1705
O -2.2504 3.9818 1.2395
H -3.8251 2.6748 2.6520
H -4.4647 4.2452 2.8852
H -3.6551 3.5340 4.2556
H -2.3104 5.2953 2.9003
H -1.2733 2.7253 3.8909
H -0.3624 4.2041 3.7131
*
```

Summary:
**SMILES**: C[C@H]1COC(=O)O1.C[C@H]1COC(=O)O1.C[C@H]1COC(=O)O1.C[C@H]1COC(=O)O1.C[C@H]1COC(=O)O1.C[C@H]1COC(=O)O1
**HOMO-LUMO gap**: 10.410 eV
**LUMO level**: 0.210 eV

Run 2
# C24H36O18

A molecular structure, C24H36O18 (ωB97M-V/def2-TZVPD, the OMol25 dataset).

Structure (ORCA input):
```
! RIJCOSX wB97M-V def2-TZVPD def2/J DEFGRID3
* xyz 0 1
C -0.6022 -1.1747 -1.6158
C -0.3787 -1.4106 -0.0302
C 1.0244 -1.7662 0.4493
O 1.2052 -0.9451 1.5579
C 0.3972 0.0111 1.5755
O 0.3332 0.7866 2.4757
O -0.4599 -0.1315 0.5599
H -0.4165 -0.1600 -1.9679
H -1.6460 -1.3819 -1.8516
H 0.0564 -1.8533 -2.1578
H -1.0698 -2.2017 0.2608
H 1.8251 -1.4483 -0.2185
H 1.0830 -2.8346 0.6576
C 1.9035 0.3374 -1.6845
C 2.7249 0.8009 -0.4599
C 2.9901 -0.1618 0.6901
O 4.3821 0.0947 0.8198
C 4.8581 0.7670 -0.1511
O 6.0403 1.1027 -0.2543
O 3.9093 1.2434 -0.9570
H 1.7418 1.1806 -2.3559
H 0.8723 0.1979 -1.3599
H 2.3706 -0.4947 -2.2113
H 2.3703 1.7808 -0.1401
H 2.7441 -1.2022 0.4778
H 2.5094 0.3762 1.5072
C -0.8905 -4.5166 -0.9600
C -2.0504 -4.4299 0.0960
C -2.1358 -5.6014 1.0558
O -1.8260 -5.0862 2.3204
C -1.8272 -3.6994 2.2408
O -1.5095 -2.9497 3.2373
O -1.8737 -3.2901 0.9522
H -1.3255 -4.7999 -1.9184
H 0.0539 -4.8865 -0.5607
H -0.5899 -3.6049 -1.4762
H -2.9844 -4.3802 -0.4637
H -1.4229 -6.3638 0.7418
H -3.0976 -6.1121 1.1034
C 0.4652 -0.3913 -3.5197
C 0.4219 -1.0466 -4.9059
C -0.0652 -2.4834 -4.7864
O -1.0581 -2.5455 -5.8013
C -1.2232 -1.3737 -6.4340
O -2.0158 -1.1877 -7.3724
O -0.4915 -0.4297 -5.8300
H 0.7453 0.6394 -3.7377
H 1.0857 -0.9504 -2.8193
H -0.5423 -0.2648 -3.1233
H 1.4376 -1.0411 -5.3013
H -0.6418 -2.6571 -3.8779
H 0.7217 -3.2275 -4.9094
C 0.5488 2.6458 0.3241
C 0.1926 4.0955 0.7149
C -0.7184 4.8280 -0.3348
O -1.7979 5.2979 0.4671
C -1.7882 4.6844 1.6659
O -2.6191 4.8965 2.5746
O -0.6346 4.0225 1.8344
H 0.7622 1.9256 1.1139
H 1.3735 2.6224 -0.3883
H -0.2523 2.1173 -0.1926
H 0.9943 4.7520 1.0531
H -1.1877 4.1324 -1.0304
H -0.1954 5.6218 -0.8682
C 0.5093 3.1007 4.6417
C -0.8914 3.1079 3.9917
C -1.3520 1.8090 3.3249
O -2.2955 1.3598 4.2452
C -2.5125 2.2762 5.2270
O -3.5257 2.2993 5.9450
O -1.7659 3.3521 5.1152
H 0.5764 4.0563 5.1617
H 1.2247 2.9253 3.8382
H 0.3691 2.1861 5.2179
H -0.8996 3.8836 3.2259
H -0.4718 1.1732 3.2301
H -1.7708 1.9959 2.3361
*
```

Summary:
**HOMO-LUMO gap**: 7.801 eV
**LUMO level**: -0.765 eV

What are the relative energies? In kcal/mol: run 1 0.0; run 2 400.8.